1.
Formula: C2H4NP
Source: OMol25
Level of theory: wB97M-V/def2-TZVPD

Geometry as XYZ:
```
8
Properties=species:S:1:pos:R:3:forces:R:3:lowdin_charge:R:1
N -2.0217 0.0773 -0.2067 -0.93 -0.41 0.65 0.06
C 0.7695 -0.3261 -0.4233 -4.59 1.28 0.89 -0.48
P 2.0308 -0.0783 0.5339 -0.78 2.01 2.95 0.73
H 0.7116 -0.9277 -1.3006 -0.30 -0.13 -0.66 -0.02
H 2.9156 -0.6417 -0.2316 2.48 -1.63 -1.84 -0.22
H -0.5391 1.1024 1.0046 -0.16 1.24 1.79 0.02
C -0.9911 0.4543 0.3310 4.32 -2.78 -3.52 -0.16
H -2.8756 0.3398 0.2925 -0.03 0.41 -0.26 0.06
```
Forces are in eV/Å.

Results
- Largest force on an atom: 6.23 eV/A
- Gap between HOMO and LUMO: 9.5 eV


2.
Formula: C2H4NPS
Source: OMol25
Level of theory: wB97M-V/def2-TZVPD

Geometry as XYZ:
```
9
Properties=species:S:1:pos:R:3:forces:R:3:lowdin_charge:R:1
H 1.5719 0.3973 0.0925 0.05 0.76 0.71 -0.01
N -0.5812 -0.1724 0.6315 -2.15 -0.58 1.75 -0.39
P 0.3481 1.1406 0.4473 1.92 -0.71 0.16 0.76
H 0.4523 -1.7295 1.6099 -1.70 0.72 -0.11 0.10
H 1.0521 1.7556 -1.6361 -1.20 -0.71 -0.59 0.02
C 0.1423 1.1540 -1.2983 1.56 2.24 -0.80 -1.05
C -0.5511 -1.2680 1.2287 3.58 0.07 -0.48 -0.11
H -1.3774 -1.8758 1.0885 -1.64 -1.53 0.35 0.04
S -1.0570 0.5982 -2.1640 -0.41 -0.25 -1.00 0.64
```
Forces are in eV/Å.

Results
- SMILES: C=NPC=S
- Largest force on an atom: 3.61 eV/A
- Gap between HOMO and LUMO: 8.2 eV


3.
Formula: C2H4NS
Source: OMol25
Level of theory: wB97M-V/def2-TZVPD

Geometry as XYZ:
```
8
Properties=species:S:1:pos:R:3:forces:R:3:lowdin_charge:R:1
H -1.9781 -0.4889 0.6577 -0.60 0.02 -0.20 0.14
S -0.3999 -2.4857 0.8509 0.13 2.39 -0.57 1.11
N -0.0240 -0.0693 -0.0494 -0.90 -0.64 0.36 0.16
H 0.7192 -0.8602 -2.6241 1.19 3.18 1.61 0.05
H 0.8698 -0.5345 1.7858 1.57 0.74 1.72 0.11
H 1.0021 -0.0819 -2.2264 -1.15 -3.22 -1.73 0.04
C -1.0403 -0.9046 0.3361 -0.06 -0.60 -0.54 -0.33
C 0.4588 -0.8394 0.8906 -0.18 -1.87 -0.65 -0.29
```
Forces are in eV/Å.

Results
- Largest force on an atom: 3.83 eV/A
- Gap between HOMO and LUMO: 9.4 eV
- Charge: +1


4.
Formula: C2H4O2
Source: OMol25
Level of theory: wB97M-V/def2-TZVPD

Geometry as XYZ:
```
8
Properties=species:S:1:pos:R:3:forces:R:3:lowdin_charge:R:1
O 1.1589 0.5035 0.4529 1.49 1.12 0.09 0.11
C -0.2772 -1.3260 0.1520 -1.36 -5.07 -1.00 -0.07
H -0.2409 1.6884 -0.7220 -2.28 -1.29 0.28 0.15
H -1.1919 -1.6676 -0.7297 3.04 1.19 2.75 0.15
H -0.8173 -1.5542 1.2322 1.74 0.63 -2.77 0.13
O -0.8791 0.8887 -0.5564 4.31 1.06 0.25 0.00
H 0.7894 -2.1192 -0.0477 -3.61 2.59 0.90 0.17
C 0.1475 0.0785 0.0306 -3.31 -0.23 -0.50 -0.65
```
Forces are in eV/Å.

Results
- Largest force on an atom: 5.34 eV/A
- Gap between HOMO and LUMO: 11.6 eV


5.
Formula: C2H4O2
Source: OMol25
Level of theory: wB97M-V/def2-TZVPD

Geometry as XYZ:
```
8
Properties=species:S:1:pos:R:3:forces:R:3:lowdin_charge:R:1
O -1.0447 -0.0332 -0.1055 0.34 1.71 0.00 -0.07
H -0.0193 1.4826 0.9654 0.12 0.05 -0.15 0.12
H -0.0153 -1.6954 -0.8481 0.03 0.10 0.18 0.13
H 0.0154 1.6953 -0.8482 -0.03 -0.10 0.18 0.13
C -0.0437 -0.9847 -0.0118 1.93 0.19 -0.04 -0.18
C 0.0437 0.9847 -0.0118 -1.93 -0.19 -0.04 -0.18
H 0.0192 -1.4826 0.9654 -0.12 -0.04 -0.15 0.12
O 1.0447 0.0332 -0.1055 -0.34 -1.71 0.00 -0.07
```
Forces are in eV/Å.

Results
- Largest force on an atom: 1.94 eV/A
- Gap between HOMO and LUMO: 10.9 eV


6.
Formula: C2H4O2
Source: OMol25
Level of theory: wB97M-V/def2-TZVPD

Geometry as XYZ:
```
8
Properties=species:S:1:pos:R:3:forces:R:3:lowdin_charge:R:1
H -0.8944 -0.6855 1.0430 -0.71 -0.52 -2.39 0.15
C 1.2570 0.4130 -0.0007 -3.71 7.14 -0.43 -0.48
H -0.6355 -0.9557 -0.8037 -1.34 -1.93 -0.87 0.09
C -1.0785 -0.3310 -0.0798 8.48 -2.53 4.23 0.01
O -0.0265 0.6546 -0.1180 -2.94 3.51 0.14 -0.10
O 1.6904 -0.6169 -0.0641 4.63 -7.73 0.04 0.16
H 1.6399 1.4584 0.0394 1.06 -0.66 0.22 0.16
H -1.9523 0.0632 -0.0162 -5.47 2.72 -0.94 0.02
```
Forces are in eV/Å.

Results
- SMILES: COC=O
- Largest force on an atom: 9.81 eV/A
- Gap between HOMO and LUMO: 11.8 eV


7.
Formula: C2H4O2
Source: OMol25
Level of theory: wB97M-V/def2-TZVPD

Geometry as XYZ:
```
8
Properties=species:S:1:pos:R:3:forces:R:3:lowdin_charge:R:1
H 0.1010 -1.5713 2.6972 -0.01 0.05 -0.11 0.05
O -1.7694 0.2333 0.3359 -0.59 2.80 2.15 0.04
C 0.7326 0.4862 -0.4790 -0.92 -0.92 0.02 -0.01
C -0.5438 -0.1661 -0.0539 1.15 -0.49 2.01 -0.37
O -1.5867 -0.7315 -0.6659 0.19 -2.28 -3.08 0.05
H 1.4416 -0.3454 -0.5415 0.22 0.40 0.15 0.08
H 0.5493 0.8072 -1.4793 0.23 0.82 -0.96 0.07
H 1.0754 1.2876 0.1865 -0.27 -0.39 -0.18 0.09
```
Forces are in eV/Å.

Results
- Largest force on an atom: 3.84 eV/A
- Gap between HOMO and LUMO (spin up / spin down): 11.0 / 8.1 eV


8.
Formula: C2H4O2
Source: OMol25
Level of theory: wB97M-V/def2-TZVPD

Geometry as XYZ:
```
8
Properties=species:S:1:pos:R:3:forces:R:3:lowdin_charge:R:1
H 0.5338 -1.7648 0.7830 0.16 0.96 -0.18 0.10
H 0.3050 -0.1421 1.5678 0.22 -0.30 -0.89 0.11
O -0.5891 -0.4823 -0.3100 -0.06 0.60 -0.01 -0.08
H 1.4399 -0.2860 0.1364 -0.53 -0.31 0.44 0.10
H -1.5574 0.8859 -1.4615 0.25 -0.36 0.35 0.15
C 0.5055 -0.6642 0.5987 0.28 -0.60 0.65 -0.07
O 0.0542 1.6847 -0.5387 -0.26 -0.61 0.15 0.06
C -0.6919 0.7688 -0.7758 -0.07 0.62 -0.51 -0.37
```
Forces are in eV/Å.

Results
- SMILES: COC=O
- Largest force on an atom: 1.00 eV/A
- Gap between HOMO and LUMO: 11.8 eV


9.
Formula: C2H4O2
Source: OMol25
Level of theory: wB97M-V/def2-TZVPD

Geometry as XYZ:
```
8
Properties=species:S:1:pos:R:3:forces:R:3:lowdin_charge:R:1
H -0.6185 -1.1034 2.4344 0.42 -3.32 1.04 0.04
O -0.6811 -0.2129 2.2576 -0.23 3.30 -1.22 -0.01
H 0.8784 -0.7324 -2.4735 -1.03 1.00 0.92 0.10
O -0.6066 0.7102 -2.3527 -0.27 0.07 -0.17 -0.01
H 0.4606 0.0506 -0.6555 -0.47 -0.30 -2.55 0.05
H 0.0389 1.1534 1.1655 0.18 0.25 0.28 0.01
C 0.3173 0.1261 1.4752 -0.40 -0.15 0.09 0.00
C 0.2109 0.0084 -1.8510 1.79 -0.84 1.62 -0.17
```
Forces are in eV/Å.

Results
- Largest force on an atom: 3.52 eV/A
- Gap between HOMO and LUMO: 9.4 eV


10.
Formula: C2H4O2
Source: OMol25
Level of theory: wB97M-V/def2-TZVPD

Geometry as XYZ:
```
8
Properties=species:S:1:pos:R:3:forces:R:3:lowdin_charge:R:1
H -1.3512 1.9822 -1.1037 0.37 -0.06 0.24 0.08
O -2.9369 3.1333 -0.8099 -0.61 1.01 -0.30 0.00
H 1.4686 -2.2726 -0.3531 -0.22 -0.08 -0.30 0.07
O 2.7486 -2.4300 1.1610 0.14 0.31 0.65 0.00
H -2.3104 1.8236 0.5510 0.49 0.14 -0.22 0.08
H 2.7592 -3.6926 -0.3739 -0.43 0.27 -0.14 0.08
C -2.1499 2.3289 -0.4313 -0.25 -1.09 0.28 -0.16
C 2.3008 -2.8042 0.1211 0.50 -0.50 -0.21 -0.16
```
Forces are in eV/Å.

Results
- SMILES: C=O.C=O
- Largest force on an atom: 1.22 eV/A
- Gap between HOMO and LUMO: 10.9 eV


11.
Formula: C2H4O2Rb
Source: OMol25
Level of theory: wB97M-V/def2-TZVPD

Geometry as XYZ:
```
9
Properties=species:S:1:pos:R:3:forces:R:3:lowdin_charge:R:1
H 4.6630 9.8675 -15.6606 0.88 -0.93 -0.41 0.06
H 3.0059 7.9480 -16.0081 0.67 -0.34 0.68 0.06
H 2.1022 8.7979 -17.1522 -0.68 1.06 0.29 0.06
O 3.6245 11.2875 -16.5823 -0.53 -1.15 -0.32 -0.34
O 3.8231 8.2229 -17.9334 -0.52 0.90 2.11 -0.39
C 3.6503 10.0335 -16.0281 0.44 1.62 -0.25 -0.47
Rb 4.2681 11.2953 -21.7288 -0.08 -0.24 0.66 0.36
C 3.1228 8.7082 -16.7804 1.01 -0.76 -3.21 -0.40
H 3.1349 10.0198 -15.0678 -1.19 -0.16 0.48 0.05
```
Forces are in eV/Å.

Results
- Largest force on an atom: 3.45 eV/A
- Gap between HOMO and LUMO: 2.2 eV
- Charge: -1


12.
Formula: C2H4O2S
Source: OMol25
Level of theory: wB97M-V/def2-TZVPD

Geometry as XYZ:
```
9
Properties=species:S:1:pos:R:3:forces:R:3:lowdin_charge:R:1
C 1.2007 -0.1185 -1.0048 2.85 -1.53 1.06 -0.07
H 1.4933 -0.1230 -2.0280 0.52 -0.06 -0.30 0.06
C -0.7066 0.1121 0.2123 -0.33 -1.66 2.95 -0.78
O -0.0016 0.2940 -0.8440 -1.25 0.64 -0.70 -0.06
S -0.0247 -0.2470 1.8569 -0.17 0.58 -1.01 0.80
H -1.6554 1.6436 -0.0680 -0.90 -0.19 0.11 0.12
H 1.6308 -0.7096 -0.1392 -0.25 0.78 -1.56 0.07
O -1.8856 0.7283 0.1980 -0.45 1.70 -0.36 0.00
H -0.0510 -1.5799 1.8169 -0.01 -0.26 -0.20 -0.14
```
Forces are in eV/Å.

Results
- Largest force on an atom: 3.40 eV/A
- Gap between HOMO and LUMO (spin up / spin down): 8.0 / 7.8 eV


Table of relative energy (zero: lowest compared OMol25 entry of this formula, charge and spin) (kcal per mole), in record order: 75.37; 56.31; 97.18; 46.22; 56.71; 57.67; 210.92; 18.54; 114.17; 57.30; 83.95; 100.76